1.
The following is a quantum chemistry calculation of a 4-piece molecular cluster, C19H49N3O7 overall at a distorted geometry, from the Open Molecules 2025 dataset.

Geometry (Å):
O (-0.95821, 0.29837, -0.09687)
O (1.70176, 10.52321, 4.09415)
O (-0.15888, -2.10567, 1.94972)
O (-0.23045, -5.85973, -4.38573)
O (-2.35591, -7.63137, 0.18222)
O (0.78133, -1.33073, -5.46316)
O (1.03373, 6.00898, 1.75592)
N (-0.50517, -3.14361, -3.66432)
N (-2.52979, -4.59304, 0.48899)
N (2.84466, 8.13005, 2.61978)
C (0.93929, -1.94674, 2.77975)
C (0.21308, -0.87471, -4.25882)
C (-0.58850, -3.43552, 1.68248)
C (3.04790, 10.23035, 3.96931)
C (-0.46074, -7.25686, -4.82944)
C (-3.28077, -6.92358, 0.94976)
C (3.01039, 7.37070, 1.39882)
C (-2.55653, -9.01555, 0.00324)
C (2.38406, 5.91590, 1.40567)
C (0.73338, -0.20359, -6.37491)
C (0.22256, 4.78051, 1.72073)
C (-2.81033, -5.63800, 1.53364)
C (-1.01222, -5.52327, -3.36473)
C (-0.34086, -4.26025, -2.70019)
C (0.26336, -1.99083, -3.15158)
C (-1.95982, -3.28758, 0.98982)
C (-1.29309, 1.46516, 0.55464)
C (1.37995, 11.14902, 5.31169)
C (3.18383, 9.55214, 2.52689)
H (1.18164, -0.89098, 2.90111)
H (-0.91182, -4.06364, -1.79275)
H (1.31886, -2.18980, -2.96604)
H (0.21524, -7.42842, -5.66713)
H (2.60106, 7.93734, 0.56246)
H (-3.37083, -4.54995, -0.06858)
H (-2.59525, -2.79472, 1.72563)
H (-0.17372, -1.52487, -2.26843)
H (-0.28355, -0.01347, -6.71815)
H (-1.11783, -6.37166, -2.68858)
H (-0.46335, -3.88665, 2.66682)
H (-4.11618, -6.48343, 0.40527)
H (-0.16278, -8.02423, -4.11496)
H (0.68077, 0.02562, -3.86033)
H (-3.37168, -5.28445, 2.39851)
H (1.26397, -0.38026, -7.31051)
H (0.27149, 4.23589, 0.77781)
H (4.07248, 7.22424, 1.20232)
H (-1.85697, -5.87196, 2.00742)
H (-0.83764, 5.03213, 1.74805)
H (-3.64164, -7.54368, 1.77033)
H (2.85342, 5.43378, 2.26320)
H (0.03409, -3.99486, 0.98419)
H (-0.84695, -0.63549, -4.34367)
H (1.36582, 10.37669, 6.08071)
H (2.48071, 10.14068, 1.93754)
H (-1.48758, -7.34509, -5.18431)
H (1.85284, -2.49417, 2.54767)
H (-0.29948, -0.15672, 0.43281)
H (2.42891, 5.39827, 0.44748)
H (-0.35202, 1.94367, 0.82581)
H (1.84965, 8.12245, 2.79296)
H (3.41211, 9.56579, 4.75277)
H (3.70057, 11.09818, 4.06411)
H (-1.97025, -9.48422, -0.78717)
H (0.68100, -2.39874, 3.73739)
H (-0.37164, -3.36191, -4.64136)
H (0.39323, 11.61211, 5.31574)
H (4.13154, 9.66692, 2.00081)
H (-1.77876, 1.36485, 1.52529)
H (-1.97387, -5.33554, -3.84231)
H (0.67243, -4.46745, -2.35606)
H (-2.02886, 2.05730, 0.01047)
H (0.51273, 4.14671, 2.55871)
H (-2.40554, -9.65784, 0.87087)
H (2.07473, 11.89411, 5.69927)
H (-1.93160, -2.56813, 0.17147)
H (1.20956, 0.68139, -5.95280)
H (-3.60704, -9.15955, -0.24929)

Cartesian forces, eV/Å:
-0.5 -1.2 -0.9
-0.8 1.1 0.1
-0.3 0.5 -1.9
2.8 -3.7 -3.5
1.5 0.1 -0.5
0.1 1.6 -1.0
-2.4 -0.2 -0.2
0.5 0.3 2.6
0.5 -0.7 1.4
-0.5 0.0 0.4
0.3 -0.7 1.2
-0.5 -1.2 2.1
0.3 0.8 -0.4
1.5 -1.2 -1.8
0.9 2.0 -0.5
-1.3 0.3 0.5
-0.2 -0.9 -1.0
-1.5 -0.1 0.2
-0.1 1.3 1.3
0.3 -0.8 -0.4
0.9 1.0 -0.2
3.4 1.2 0.1
-0.6 1.4 2.3
-2.5 -0.9 -1.4
-0.3 1.1 -2.8
-1.1 -1.1 0.8
0.1 0.9 1.3
-0.2 -0.7 1.0
-0.1 0.2 1.2
-0.2 0.0 -0.1
-0.1 0.4 0.0
0.2 -0.4 0.2
-0.1 0.3 -0.2
-0.2 0.0 -0.5
0.0 0.9 -0.2
-0.4 -0.1 0.2
-0.2 -0.4 0.2
-0.3 0.2 0.5
-0.1 0.1 0.7
-1.0 -0.9 0.0
-0.8 -1.2 -1.0
-0.4 0.3 0.6
0.4 0.1 -0.2
-0.9 0.0 -0.2
0.3 -0.7 0.2
0.8 0.0 -0.1
0.2 0.1 0.0
0.5 0.2 0.0
0.1 0.5 0.6
-0.3 -0.1 0.0
0.6 -0.7 -0.4
0.6 0.1 -0.1
-0.3 0.1 -0.5
-0.1 -0.1 0.3
-0.3 -0.1 -0.4
-0.1 -0.2 0.2
0.1 0.0 -0.9
0.1 -0.3 0.2
0.8 0.0 0.0
-0.1 1.0 -0.3
-0.3 -0.3 0.4
-0.2 -0.5 0.1
-0.1 0.6 -0.3
0.3 0.8 -0.2
-0.1 0.3 0.7
0.7 -0.1 0.2
0.0 -0.2 -0.6
0.4 0.0 0.6
-0.2 -0.7 0.3
-0.8 0.7 0.9
0.3 -0.2 -0.5
0.6 0.1 -0.6
-0.1 -0.2 -0.1
0.3 0.4 0.6
0.5 0.2 -0.6
0.5 -0.2 -0.2
-0.3 0.1 0.3
-0.2 -0.3 -0.3

Output
**Spin multiplicity**: 2
**Relative energy (zero: lowest compared OMol25 entry of this formula, charge and spin)**: 4.7 kcal/mol
**<S²>**: 0.75
**LUMO level (spin up / spin down)**: 2.356 / 2.280 eV
**Orbital gap (spin up / spin down)**: 1.38 / 8.46 eV
**Net charge**: -1

Here are the Löwdin charges for atoms 1 to 4, given in e:
1. O -0.142
2. O -0.186
3. O -0.246
4. O -0.201

=====

2.
The following is a quantum chemistry calculation of C19H49N4O11V2 as an isolated structure at a distorted geometry, from the Open Molecules 2025 dataset.

Geometry (Å):
V (25.45032, -3.60336, -2.52098)
V (27.38668, 2.57784, -2.68115)
O (27.09229, 2.55112, -1.16860)
O (25.82625, -2.18156, -5.22285)
O (27.94062, 2.45004, -4.69359)
O (26.04215, -1.53828, -2.36890)
O (23.05248, -1.59640, -2.43352)
O (24.35993, -3.89032, -3.56988)
O (26.10064, -0.17154, -0.73549)
O (24.57348, 0.35305, 1.63715)
O (26.37444, 0.57374, -2.74964)
O (28.20663, 4.45366, 0.11532)
O (27.25196, -3.62950, -1.10265)
N (24.19316, -3.63492, -0.77304)
N (28.22865, 4.59765, -3.00056)
N (26.16828, -0.38813, -1.92297)
N (27.18676, -4.33401, -3.75416)
C (27.32690, -3.24797, 0.29466)
C (28.47018, 3.67255, -5.32994)
C (27.78889, -3.31601, -4.68831)
C (29.02782, 5.27635, -1.93158)
C (28.24542, -4.83666, -2.83290)
C (22.87886, -1.09812, 2.57184)
C (28.52749, -3.90746, -1.68393)
C (28.06377, 4.71384, 1.49854)
C (24.35687, -0.93202, 2.23454)
C (28.26684, 5.62056, -0.66976)
C (24.79286, -1.82858, -6.12872)
C (22.71741, -3.38631, -0.86485)
C (27.25913, 1.55729, -5.63990)
C (22.01976, -3.70373, 0.42828)
C (26.83977, -2.98006, -5.81306)
C (29.08812, 4.54343, -4.23294)
C (22.34930, -1.96321, -1.25596)
C (25.25227, -1.08427, 3.44849)
C (23.00268, -0.19762, -2.63244)
H (22.28410, -3.99326, -1.66118)
H (27.23427, 5.90052, -0.93930)
H (27.39038, -4.13184, 0.91977)
H (27.60973, 4.16075, -5.78211)
H (29.02575, -2.98684, -2.00915)
H (22.26315, -0.57539, 1.83129)
H (26.30341, -1.05100, 3.14287)
H (28.12367, -2.51812, 0.43050)
H (26.42919, -2.67042, 0.49888)
H (26.90872, -5.15731, -4.28874)
H (22.25050, -4.73366, 0.73490)
H (29.89008, 4.67078, -1.64922)
H (22.61314, -2.13959, 2.72565)
H (25.10814, -0.23195, 4.11184)
H (28.73698, -3.70398, -5.06514)
H (27.83947, -5.74512, -2.36641)
H (30.11450, 4.25367, -4.03550)
H (22.53175, -1.27342, -0.42696)
H (27.78552, 0.60596, -5.67795)
H (27.98292, -2.40664, -4.11978)
H (26.39012, -3.90100, -6.19914)
H (27.40382, 5.57286, 1.66676)
H (21.29614, -2.06483, -1.52891)
H (29.44539, 6.20643, -2.33316)
H (21.97922, 0.16421, -2.77124)
H (20.93835, -3.67735, 0.34035)
H (27.48429, 5.25738, -3.24575)
H (29.04641, 5.53960, -4.68406)
H (23.45056, 0.35346, -1.79256)
H (27.24180, 1.95984, -6.65045)
H (26.23564, 1.39625, -5.30354)
H (22.63297, -0.49820, 3.45547)
H (28.75943, 6.41448, -0.10877)
H (29.03898, 4.94615, 1.93364)
H (24.47748, -3.12899, 0.08013)
H (23.56488, 0.07749, -3.52551)
H (24.62359, -1.69105, 1.47726)
H (22.39016, -3.09208, 1.25669)
H (24.64756, -2.56000, -6.92261)
H (24.31482, -4.58997, -0.39617)
H (23.88286, -1.69668, -5.54122)
H (27.35617, -2.40210, -6.58271)
H (29.17234, -5.17927, -3.30036)
H (27.61059, 3.87694, 2.02087)
H (25.07314, -2.01082, 3.99334)
H (29.27247, 3.38736, -6.00508)
H (24.96804, -0.85354, -6.60840)
H (25.11845, 0.24961, 0.85128)
H (29.19329, -4.41032, -0.98148)

Cartesian forces, eV/Å:
-0.2 1.2 -0.5
-0.8 -0.6 2.1
0.4 0.4 -1.2
0.1 0.0 -0.2
-0.2 0.0 -0.4
0.1 0.0 -1.0
0.5 0.3 0.3
0.6 -0.4 0.7
0.2 0.1 -0.3
-0.2 -0.1 0.0
0.6 0.2 -1.1
0.0 -0.4 -0.1
-0.2 -0.2 0.3
0.4 -0.3 0.9
0.3 -0.7 -0.3
-0.1 0.3 1.0
0.8 0.6 0.4
-0.5 0.7 -0.5
0.1 -0.3 1.3
-0.2 -0.3 0.0
0.6 0.8 0.6
-0.3 -1.1 0.8
0.1 1.4 0.2
0.2 0.0 -0.6
-0.1 0.7 0.6
-0.2 0.1 -0.1
-0.6 -0.9 -0.1
-0.5 0.7 0.1
-0.9 0.3 -0.7
-0.1 -0.5 -0.1
0.6 -1.2 0.8
-0.3 0.3 0.7
-1.1 0.2 -1.1
0.4 -0.7 -0.6
0.4 0.1 -0.2
0.0 0.5 -0.1
0.5 -0.4 0.0
0.2 0.5 0.2
0.2 0.0 0.1
0.2 0.0 -0.4
-0.2 0.1 0.2
0.0 -0.7 -0.3
0.0 -0.1 0.0
0.3 -0.4 0.1
-0.1 -0.2 0.2
-0.2 0.3 -0.2
-0.1 0.0 -0.2
-0.1 -0.3 -0.2
-0.2 0.2 0.2
-0.2 -0.1 0.1
0.0 -0.1 -0.1
0.0 0.0 -0.1
0.0 0.0 0.4
-0.1 0.2 -0.1
0.1 0.1 0.2
0.0 0.0 0.1
0.2 0.1 -0.4
0.0 -0.1 0.0
-0.2 0.6 0.5
-0.2 -0.1 -0.3
0.0 -0.1 0.1
-0.1 0.4 0.0
-0.1 -0.2 0.3
0.7 0.1 0.2
-0.1 -0.1 0.1
0.1 0.4 0.2
0.1 0.0 0.1
0.2 -0.4 0.3
0.0 0.2 -0.3
0.0 -0.1 0.1
0.2 0.4 -0.6
0.0 -0.4 -0.1
0.1 -0.1 0.0
-0.4 0.1 -0.4
-0.1 -0.2 0.1
-0.4 0.0 -0.4
0.0 -0.3 -0.1
0.1 -0.3 -0.2
-0.1 0.4 -0.4
0.1 -0.3 -0.3
-0.1 0.0 0.0
-0.3 0.0 -0.4
0.3 -0.2 0.0
-0.1 0.1 0.3
-0.1 0.0 0.1

Output
**Spin multiplicity**: 3
**<S²>**: 2.07
**LUMO level (spin up / spin down)**: -10.951 / -10.548 eV
**Orbital gap (spin up / spin down)**: 5.43 / 5.83 eV
**Net charge**: +3

Here are the Löwdin charges for atoms 1 to 4, given in e:
1. V 1.106
2. V 1.274
3. O -0.132
4. O -0.251